{
  "formula": "C40H104As2F12N6O6",
  "method": "ωB97M-V with the def2-TZVPD basis set",
  "total_energy_ev": -218630.95859,
  "charge": 5,
  "homo_ha": [-0.6718, -0.6718],
  "multiplicity": 2,
  "molar_mass_g_mol": 1143.13,
  "s_squared": 0.755,
  "symbols": ["C", "C", "N", "C", "C", "C", "C", "C", "O", "C", "H", "H", "H", "H", "H", "H", "H", "H", "H", "H", "H", "H", "H", "H", "H", "H", "H", "H", "H", "H", "C", "C", "N", "C", "C", "C", "C", "C", "O", "C", "H", "H", "H", "H", "H", "H", "H", "H", "H", "H", "H", "H", "H", "H", "H", "H", "H", "H", "H", "H", "C", "C", "N", "C", "C", "C", "C", "C", "O", "C", "H", "H", "H", "H", "H", "H", "H", "H", "H", "H", "H", "H", "H", "H", "H", "H", "H", "H", "H", "H", "C", "C", "N", "C", "C", "C", "C", "C", "O", "C", "H", "H", "H", "H", "H", "H", "H", "H", "H", "H", "H", "H", "H", "H", "H", "H", "H", "H", "H", "H", "C", "C", "C", "O", "C", "N", "H", "H", "H", "H", "H", "H", "H", "H", "H", "H", "H", "H", "C", "C", "C", "O", "C", "N", "H", "H", "H", "H", "H", "H", "H", "H", "H", "H", "H", "H", "As", "F", "F", "F", "F", "F", "F", "As", "F", "F", "F", "F", "F", "F"],
  "coordinates": [[2.0506, -2.6031, -4.6029], [2.6612, -1.2148, -4.4055], [1.9863, -0.1290, -5.3193], [2.0803, -0.4851, -6.8354], [0.5059, 0.1065, -4.9850], [0.2745, 0.3180, -3.4926], [2.9008, 1.1386, -5.0655], [2.5711, 2.4359, -5.9058], [1.3612, 3.0116, -5.4683], [1.5319, 3.7641, -4.2439], [2.6982, -3.2518, -4.0131], [2.0150, -3.1235, -5.5600], [1.0810, -2.6895, -4.1124], [3.6535, -1.2957, -4.8491], [2.7578, -0.8785, -3.3732], [3.1476, -0.4568, -7.0550], [1.5820, 0.3370, -7.3491], [1.7157, -1.4863, -7.0650], [0.1074, -0.8859, -5.1958], [-0.0542, 0.7674, -5.6465], [0.7067, -0.4010, -2.7966], [-0.8010, 0.2935, -3.3171], [0.5229, 1.3493, -3.2416], [3.9394, 0.8745, -5.2643], [2.8509, 1.3719, -4.0019], [2.4907, 2.1736, -6.9607], [3.4304, 3.1020, -5.9834], [0.5408, 4.1427, -3.9941], [2.1391, 4.6662, -4.3196], [1.9905, 3.1679, -3.4549], [-3.3528, 7.3008, -0.4089], [-2.7679, 6.7109, 0.8717], [-3.1141, 5.2389, 1.0005], [-2.4584, 4.8262, 2.3415], [-4.6836, 5.0214, 1.0462], [-5.5729, 5.7074, 2.1150], [-2.5195, 4.3844, -0.2120], [-1.0254, 4.5010, -0.4858], [-0.3342, 3.6386, 0.3739], [0.9539, 3.1772, 0.0009], [-3.0220, 6.8117, -1.3251], [-3.2133, 8.3786, -0.4928], [-4.4211, 7.1330, -0.5459], [-3.3291, 7.0675, 1.7353], [-1.7280, 7.0044, 1.0152], [-2.8429, 5.3153, 3.2365], [-1.4040, 5.0537, 2.1844], [-2.5549, 3.7431, 2.4168], [-4.6145, 3.9476, 1.2203], [-5.0365, 5.1331, 0.0209], [-6.5290, 5.1896, 2.1912], [-5.7243, 6.7421, 1.8073], [-5.1867, 5.7290, 3.1340], [-3.0919, 4.7022, -1.0835], [-2.8882, 3.3665, -0.0850], [-0.4570, 5.4308, -0.4676], [-0.9861, 4.0063, -1.4563], [1.4687, 2.7352, 0.8540], [1.5839, 3.9290, -0.4745], [0.6592, 2.3624, -0.6604], [3.4769, 6.3169, 5.7216], [4.0537, 5.5488, 4.4914], [3.1471, 4.4192, 3.8837], [1.7319, 4.9751, 3.5474], [3.7778, 3.7484, 2.6512], [3.9898, 4.7013, 1.5153], [3.1007, 3.3871, 5.1264], [2.4658, 2.0133, 4.7414], [1.2813, 2.0894, 3.9794], [0.6360, 0.8698, 3.7796], [2.5156, 6.7699, 5.4792], [4.1413, 7.1312, 6.0107], [3.4995, 5.6890, 6.6124], [5.0341, 5.1434, 4.7417], [4.2041, 6.3037, 3.7197], [1.1432, 4.3175, 2.9078], [1.8564, 5.9390, 3.0540], [1.2249, 5.1043, 4.5036], [3.1761, 2.8737, 2.4045], [4.7594, 3.4429, 3.0134], [4.5829, 4.1897, 0.7573], [4.5178, 5.6189, 1.7746], [3.1107, 5.0597, 0.9798], [2.6185, 3.8170, 6.0043], [4.1388, 3.2089, 5.4068], [2.4184, 1.4298, 5.6608], [3.1992, 1.4171, 4.1984], [-0.2896, 1.1250, 3.2636], [0.4785, 0.4068, 4.7537], [1.2567, 0.2217, 3.1608], [-3.9915, -5.5206, -1.8149], [-3.9679, -6.9500, -1.2424], [-2.5406, -7.4734, -0.9061], [-1.5691, -7.1886, -2.1132], [-1.9376, -6.6050, 0.2988], [-0.8227, -7.3017, 1.0471], [-2.6321, -9.0442, -0.6109], [-3.7504, -9.4434, 0.4291], [-3.7282, -8.5123, 1.5465], [-4.3117, -9.0694, 2.6852], [-3.5831, -4.8160, -1.0904], [-5.0279, -5.2424, -2.0064], [-3.3989, -5.3554, -2.7147], [-4.4409, -7.5816, -1.9943], [-4.4779, -6.9640, -0.2791], [-0.6142, -7.5875, -1.7708], [-1.2798, -6.1426, -2.2138], [-2.0222, -7.6534, -2.9888], [-2.7441, -6.4167, 1.0074], [-1.7090, -5.6194, -0.1067], [-0.4419, -6.7669, 1.9172], [0.1022, -7.4094, 0.4804], [-1.0823, -8.2958, 1.4111], [-1.6796, -9.4624, -0.2853], [-2.8356, -9.5484, -1.5556], [-3.6099, -10.4964, 0.6732], [-4.7480, -9.3094, 0.0107], [-3.6253, -9.7568, 3.1796], [-5.2490, -9.6099, 2.5540], [-4.5373, -8.2361, 3.3506], [-3.4510, -1.8828, -2.0187], [-3.7599, -0.6937, -1.1987], [-5.0037, 0.0516, -1.4768], [-4.9262, 1.3702, -0.9388], [-6.1282, 2.0380, -0.8176], [-3.8010, -1.1006, 0.3147], [-2.9638, -1.5358, 0.6751], [-4.1341, -0.3367, 0.8853], [-4.5186, -1.7824, 0.5154], [-2.5798, -2.4320, -1.6618], [-3.3888, -1.6099, -3.0722], [-4.3184, -2.5378, -1.9370], [-2.8857, -0.0432, -1.2278], [-5.9650, -0.4338, -1.3085], [-5.0346, 0.1908, -2.5574], [-6.6505, 2.1885, -1.7624], [-5.8154, 3.0459, -0.5451], [-6.7359, 1.6680, 0.0082], [4.3403, -0.8545, 3.0736], [4.7802, -2.1026, 2.2051], [4.4275, -3.5199, 2.8413], [4.5167, -4.4564, 1.8431], [3.3242, -5.2013, 1.5187], [4.1226, -1.9263, 0.7616], [4.4363, -1.1022, 0.2690], [4.3202, -2.6798, 0.1187], [3.1335, -1.7470, 0.8593], [4.7447, -0.9767, 4.0784], [3.2601, -0.8487, 3.2193], [4.6999, 0.1055, 2.7029], [5.8495, -2.1278, 1.9953], [3.3874, -3.4069, 3.1470], [4.9466, -3.8093, 3.7550], [3.4959, -5.9474, 0.7428], [2.4220, -4.6712, 1.2137], [3.0492, -5.8612, 2.3415], [0.2094, -1.7545, 0.2777], [-0.1932, -3.4574, -0.1059], [1.3430, -2.2048, 1.6537], [0.5319, -0.0446, 0.7461], [-0.8018, -1.2218, -1.0697], [-1.1912, -1.6651, 1.3872], [1.6384, -1.7512, -0.8395], [4.5591, 1.5622, -1.0400], [5.3194, 1.4897, -2.6817], [3.4456, 2.9286, -1.4738], [3.8432, 1.4085, 0.5973], [5.6481, 0.1951, -0.5921], [5.8776, 2.7289, -0.5786], [3.3380, 0.4487, -1.5750]],
  "forces_ev_per_a": [[-0.3, -0.3, 1.5], [0.0, -0.7, -2.3], [0.7, 1.8, -0.5], [0.9, 0.6, 1.4], [0.5, -2.3, 1.2], [-0.6, 1.1, -0.4], [-1.0, -0.6, 0.2], [0.3, -1.4, -1.5], [1.6, 0.8, 1.2], [-1.8, 0.6, -0.2], [0.1, -0.1, 0.2], [0.1, 0.8, -0.3], [-0.2, 0.0, -0.1], [0.2, 0.3, 0.2], [-0.4, 0.1, -0.2], [0.0, -0.1, -0.2], [-0.2, -0.5, -0.2], [-0.4, 0.4, 0.2], [-0.2, 0.0, -0.3], [0.7, 0.4, -0.1], [0.2, 0.1, -0.3], [-0.1, -0.2, -0.1], [0.4, -0.1, 0.5], [-0.1, 0.0, -0.3], [-0.1, -0.1, 0.0], [-0.8, -0.3, 0.0], [0.1, 0.5, 1.3], [0.0, -0.4, 0.1], [0.7, 0.0, -0.8], [0.2, -0.4, 0.1], [-0.5, -0.2, -0.5], [-2.0, 0.5, -0.4], [0.9, 0.3, 0.3], [0.2, -0.8, -1.5], [1.2, -1.4, 0.5], [1.0, 0.5, -0.7], [-1.3, 1.6, 1.2], [0.5, -1.8, 0.2], [-0.3, 0.3, 2.3], [-1.0, -0.5, -0.7], [0.9, 0.3, 0.0], [0.3, -0.1, 0.1], [-0.3, 0.2, 0.7], [0.2, 0.7, 0.0], [0.1, -0.8, -0.1], [-0.3, 0.2, -0.5], [-0.1, -0.1, 0.3], [-0.1, 0.1, 0.2], [-0.6, -0.2, 0.1], [0.0, 0.4, 0.2], [0.0, 0.0, -0.4], [-0.3, 0.0, 0.1], [0.4, -0.2, -0.1], [0.2, 0.5, 0.1], [0.6, -0.2, 0.4], [-0.9, 0.6, -0.4], [0.2, 0.5, -0.8], [-0.2, 0.2, 0.1], [-0.1, 0.1, 0.0], [1.1, -0.3, -0.6], [0.4, -0.9, -0.5], [-0.5, 1.2, -0.2], [-0.6, -0.2, 2.1], [1.1, -0.1, 0.7], [0.2, 0.7, 1.3], [0.0, 0.5, -1.0], [-0.9, -0.7, -1.9], [1.1, 0.2, -0.2], [0.7, 1.7, 0.7], [0.1, -0.3, 0.2], [-0.1, -0.2, 0.4], [0.2, 0.0, -0.5], [-0.6, 0.0, 0.0], [-0.2, -0.4, -0.2], [-0.1, -0.3, -0.2], [0.5, -0.3, 0.2], [0.1, 0.0, 0.1], [0.0, 0.1, -0.2], [0.0, 0.2, 0.1], [0.0, -0.3, -0.1], [0.1, 0.0, 0.1], [0.3, -0.3, 0.2], [-0.4, -0.3, 0.3], [-0.3, 0.4, -0.6], [0.0, 0.0, -0.2], [-0.8, 0.1, 0.4], [0.3, 0.1, -0.5], [0.0, -0.4, 0.1], [-0.4, -0.3, -0.1], [-0.1, -0.2, -0.1], [0.5, 0.0, 0.6], [1.0, 0.6, -0.1], [0.6, 0.7, -0.2], [-0.3, -1.0, 1.8], [-1.1, -0.7, 0.2], [1.1, -0.3, -0.3], [-0.8, 0.5, 0.6], [0.3, 2.1, -0.5], [0.6, -1.0, -1.7], [-0.3, -0.1, 1.6], [-0.1, 0.1, 0.2], [0.0, -0.1, -0.1], [-0.2, -0.4, -0.2], [0.2, -0.5, 0.4], [-0.2, -0.2, -0.3], [-0.1, -0.8, -0.5], [-1.0, 0.2, 0.0], [0.5, 0.1, 0.0], [-0.2, -0.4, -0.2], [0.5, -0.3, -0.3], [-0.7, 0.4, 0.1], [-0.1, -0.1, -0.5], [-0.3, 0.2, 0.0], [0.2, 0.7, 0.0], [-0.2, 0.4, -0.2], [0.2, 0.1, 0.3], [0.0, -0.4, -0.4], [0.1, 0.0, 0.1], [-0.1, 0.0, -0.6], [0.1, -0.1, 0.1], [-1.2, -1.1, -0.2], [1.2, 0.3, 2.2], [-0.7, 1.5, -1.8], [1.5, -1.8, 0.5], [-0.5, 1.8, 0.3], [-1.0, -0.3, -0.8], [1.1, 0.3, 0.3], [0.6, 0.8, 0.2], [-0.6, -0.7, -0.5], [0.0, 0.3, -0.2], [0.3, 0.0, 0.1], [0.0, -0.4, -0.2], [-0.3, 0.4, 0.1], [0.1, -0.3, 0.8], [0.1, -0.2, -0.4], [-0.3, -0.6, 0.0], [-0.3, 0.1, 0.2], [-0.3, -0.3, -0.3], [0.5, -1.5, -0.3], [0.1, 0.5, 0.2], [-2.0, 2.0, -0.5], [-0.4, -1.4, -1.8], [0.2, -1.2, 0.6], [0.5, 0.0, 1.7], [1.0, 0.8, 0.1], [-0.1, -0.8, 0.2], [-0.7, -0.6, 0.1], [0.2, -0.1, 0.0], [-0.1, 0.0, -0.3], [-0.1, -0.2, -0.3], [0.0, 0.4, 0.0], [-0.4, -0.1, 0.2], [0.7, 0.4, -0.2], [0.8, 0.5, -0.3], [0.2, 0.9, 0.2], [-0.1, 0.3, 0.5], [1.5, 0.5, 1.2], [0.5, 1.8, 0.5], [-1.5, 0.2, -1.8], [-0.3, -1.6, -0.9], [0.5, -0.2, 0.7], [0.6, -0.4, -0.8], [-1.5, -0.2, 1.1], [3.3, 0.8, 0.0], [-1.5, 0.3, 1.3], [1.0, -1.2, 0.2], [0.5, 0.6, -1.2], [-1.3, 0.9, -0.2], [-2.4, -1.5, -0.3], [-0.2, -0.1, -0.3]],
  "mulliken_spin": [0.00, 0.00, 0.01, 0.00, 0.00, -0.01, 0.09, 0.05, 0.70, 0.03, 0.00, 0.00, 0.00, 0.00, 0.00, 0.00, 0.00, 0.00, 0.00, 0.00, 0.00, 0.00, 0.01, -0.01, 0.00, 0.00, 0.01, 0.00, 0.06, 0.03, 0.00, 0.00, 0.00, 0.00, 0.00, 0.00, 0.00, 0.00, 0.00, 0.00, 0.00, 0.00, 0.00, 0.00, 0.00, 0.00, 0.00, 0.00, 0.00, 0.00, 0.00, 0.00, 0.00, 0.00, 0.00, 0.00, 0.00, 0.00, 0.00, 0.00, 0.00, 0.00, 0.00, 0.00, 0.00, 0.00, 0.00, 0.00, 0.00, 0.00, 0.00, 0.00, 0.00, 0.00, 0.00, 0.00, 0.00, 0.00, 0.00, 0.00, 0.00, 0.00, 0.00, 0.00, 0.00, 0.00, 0.00, 0.00, 0.00, 0.00, 0.00, 0.00, 0.00, 0.00, 0.00, 0.00, 0.00, 0.00, 0.00, 0.00, 0.00, 0.00, 0.00, 0.00, 0.00, 0.00, 0.00, 0.00, 0.00, 0.00, 0.00, 0.00, 0.00, 0.00, 0.00, 0.00, 0.00, 0.00, 0.00, 0.00, 0.00, 0.00, 0.00, 0.00, 0.00, 0.00, 0.00, 0.00, 0.00, 0.00, 0.00, 0.00, 0.00, 0.00, 0.00, 0.00, 0.00, 0.00, 0.00, 0.00, 0.00, 0.00, 0.00, 0.00, 0.00, 0.00, 0.00, 0.00, 0.00, 0.00, 0.00, 0.00, 0.00, 0.00, 0.00, 0.00, 0.00, 0.00, 0.00, 0.00, 0.00, 0.00, 0.00, 0.00, 0.00, 0.00, 0.00, 0.00, 0.00, 0.00]
}